No. 1
Computed, not measured: C6H8ClN3O4S in the gas phase, with ωB97M-V with the def2-TZVPD basis set.

Structure (XYZ):
```
23
Properties=species:S:1:pos:R:3:forces:R:3:lowdin_charge:R:1
C 0.17516 2.38026 1.11026 1.440 -0.583 1.424 -0.150
C -1.63155 -0.70303 0.23583 -3.135 1.377 1.126 -0.437
C -1.78891 1.56335 -0.07329 -0.190 5.459 -2.543 -0.251
C 1.48211 2.11875 0.87152 0.265 -0.324 -0.576 -0.649
C -2.24960 -1.91808 0.89385 2.785 3.251 1.927 0.027
C 1.37969 -1.75893 -1.83500 0.302 -1.679 0.308 -0.205
N -0.85534 2.31137 0.32458 -0.798 0.109 -1.101 0.118
N -2.23006 0.43687 0.34620 -0.334 -5.156 1.589 0.160
N 1.95487 1.48209 -0.31886 -0.492 0.169 0.303 -0.436
O 3.09815 1.08731 -0.38352 0.137 0.056 -0.342 0.017
O 1.10686 1.35052 -1.18664 -0.004 -0.243 -0.889 0.031
O 1.58061 -1.16607 0.70567 0.583 0.442 0.930 -0.403
O -0.60424 -0.81121 -0.55192 1.738 -0.439 -1.004 -0.204
S 0.71180 -1.88244 -0.17826 -0.710 0.021 -1.228 0.976
Cl 2.74223 2.45598 1.94120 0.337 0.363 1.051 0.746
H 0.02472 2.70637 2.13285 -0.292 0.396 0.078 0.127
H -2.46422 2.09704 -0.82942 0.733 -0.880 0.802 0.156
H -1.92296 -1.83220 1.95070 0.260 -0.443 -0.380 0.118
H -1.78748 -2.69880 0.43734 0.378 -2.971 -0.991 0.029
H -3.26337 -1.82378 1.00890 -2.530 -0.142 -0.608 0.065
H 0.67057 -2.12226 -2.54636 -0.728 -0.981 -0.181 0.051
H 1.61573 -0.83622 -2.27662 0.653 1.780 0.526 0.037
H 2.25523 -2.43689 -1.77900 -0.397 0.417 -0.222 0.076
```
Positions in Å, forces in eV/Å.

Output
Total charge ... 0
Kohn-Sham gap ... 8.666 eV
Relative energy (zero: lowest compared OMol25 entry of this formula, charge and spin) ... 67.31 kJ/mol
LUMO energy ... 0.4 eV


No. 2
Computed, not measured: a molecular structure, FeN6O18, with ωB97M-V with the def2-TZVPD basis set.

Structure (XYZ):
```
25
Properties=species:S:1:pos:R:3:forces:R:3:lowdin_charge:R:1
Fe -0.01377 -0.32307 0.40657 0.607 0.583 -1.469 0.937
N -2.18272 0.00340 2.66383 -1.894 7.522 -0.781 -0.628
O -1.75889 1.02464 3.26269 0.312 -1.067 2.260 -0.053
O -1.46203 -0.53043 1.89956 4.938 -4.953 -2.972 -0.074
O -3.37347 -0.05728 2.41313 -3.381 -1.729 1.506 -0.052
N 1.84141 0.20036 -2.35103 -6.624 -1.875 3.380 -0.673
O 1.09200 0.06774 -3.26744 -1.747 0.444 -3.516 -0.017
O 1.36874 0.01974 -1.19038 -0.531 0.000 1.961 -0.128
O 2.95319 0.42563 -2.42636 9.105 1.993 -1.471 0.023
N 2.28932 -2.59999 1.27580 -1.852 -3.685 2.588 -0.717
O 1.47516 -1.80924 1.02414 -4.795 5.920 -1.472 -0.027
O 2.01472 -3.37426 2.21121 0.695 -1.679 2.396 -0.114
O 3.20554 -2.78491 0.58066 5.758 -0.800 -3.173 0.010
N -1.09652 -2.11813 -2.27813 5.890 2.121 2.106 -0.627
O -1.04431 -1.56439 -1.13435 1.708 1.000 0.675 -0.104
O -2.09713 -2.63833 -2.45933 -7.879 -4.262 -3.000 -0.014
O -0.14882 -2.21795 -3.09414 -0.125 0.333 0.845 -0.061
N -2.30034 2.11984 -0.83390 1.139 -0.451 1.012 -0.447
O -1.23294 1.36840 -0.48001 -3.635 2.693 -1.178 -0.128
O -2.67043 3.09792 -0.01144 0.877 -3.177 -3.177 -0.130
O -2.89333 1.87571 -1.96650 1.507 1.086 3.448 -0.111
N 1.45712 2.43673 1.39324 2.783 5.698 0.563 -0.679
O 1.25935 1.31968 1.61745 -2.192 -8.098 0.383 -0.022
O 1.02479 3.27595 2.19860 -0.920 1.766 0.464 -0.095
O 2.29336 2.78223 0.54610 0.256 0.618 -1.380 -0.073
```
Positions in Å, forces in eV/Å.

Output
Total charge ... -4
Kohn-Sham gap (alpha / beta) ... 6.860 / 6.834 eV
Relative energy (zero: lowest compared OMol25 entry of this formula, charge and spin) ... 323.28 kJ/mol
2S+1 ... 5
LUMO energy (alpha / beta) ... 9.9 / 9.9 eV


No. 3
Computed, not measured: 13 unconnected molecules or ions with the total composition C12H51BF4N3O12, with ωB97M-V with the def2-TZVPD basis set.

Structure (XYZ):
```
83
Properties=species:S:1:pos:R:3:forces:R:3:lowdin_charge:R:1
B -0.38726 1.29547 0.29069 -0.146 0.204 -0.132 -1.478
F 0.45740 1.54137 1.34784 0.947 -0.004 1.175 0.156
F 0.34577 1.25657 -0.84989 1.019 0.529 -1.803 0.188
F -1.06287 0.12157 0.34265 -0.969 -2.024 0.535 0.173
F -1.34714 2.26120 0.33392 -1.213 1.958 -0.498 0.172
C 4.11019 1.90978 6.06376 0.608 0.620 1.622 -0.084
C 3.71420 1.88421 4.65900 -2.533 -1.033 -1.291 -0.455
C 4.81175 1.78235 3.64631 2.356 -0.751 -0.056 -0.156
O 5.78447 0.71978 3.99906 -0.049 -0.318 -0.493 -0.218
C 6.89818 0.28486 3.14253 -0.910 0.694 1.119 -0.083
N 2.59066 0.91261 4.36417 1.110 0.806 0.490 0.061
H 3.30099 2.05479 6.77948 -0.442 -0.320 -0.389 0.080
H 4.60914 2.87796 6.10587 0.975 -0.214 0.666 0.081
H 4.70282 1.06408 6.41259 0.257 0.217 -0.175 0.082
H 3.26179 2.86197 4.49349 -0.081 0.152 -0.359 0.137
H 5.42510 2.68234 3.69018 -0.208 0.410 -0.499 0.121
H 4.34255 1.59613 2.68024 0.342 0.171 -0.251 0.108
H 7.52868 1.06384 2.71387 -0.571 0.604 -0.266 0.073
H 6.58636 -0.41640 2.36851 -0.127 0.065 -0.003 0.074
H 7.59987 -0.18371 3.83258 -0.323 -0.436 0.071 0.075
H 2.19426 1.23018 3.49118 -0.317 -0.198 -0.266 0.043
H 3.04132 0.03146 4.16271 -0.122 -0.429 0.012 0.058
C -3.13704 -3.48144 2.32128 -0.737 0.445 0.620 -0.065
C -3.06435 -3.78653 0.87494 -0.123 0.424 -1.456 -0.422
C -4.34631 -3.40942 -0.07440 1.413 -0.558 0.571 -0.123
O -4.05701 -3.63136 -1.49346 -0.416 -0.283 0.491 -0.215
C -4.25658 -4.96070 -1.98912 0.101 0.042 0.424 -0.108
N -1.85291 -3.13872 0.37101 -0.611 -0.779 -0.686 0.040
H -2.82621 -2.45344 2.50758 -0.164 0.100 0.099 0.065
H -2.42147 -4.13659 2.81810 -0.294 0.058 0.333 0.087
H -4.16314 -3.59530 2.67095 0.086 -0.216 0.512 0.079
H -2.79766 -4.84074 0.80012 -0.758 -0.365 -0.439 0.121
H -4.62090 -2.35646 -0.01135 0.591 0.208 0.049 0.117
H -5.23572 -3.89510 0.32704 -0.131 -0.717 -0.480 0.106
H -5.30639 -5.21062 -2.14256 -0.334 -0.019 0.824 0.078
H -3.71399 -5.65278 -1.34514 -0.395 -0.354 0.111 0.080
H -3.89077 -5.15148 -2.99803 0.694 0.940 -0.028 0.079
H -2.03523 -3.35558 -0.59844 0.929 0.733 -0.915 0.063
H -1.94344 -2.14255 0.51080 0.055 0.394 -0.087 0.065
C 0.08812 0.72676 -7.15809 -0.982 -1.067 -1.434 -0.074
C -0.92831 1.02687 -6.07425 -0.206 -0.083 -1.303 -0.477
C -1.50926 -0.29459 -5.47918 -0.722 -0.064 -2.069 -0.212
O -0.67057 -1.25451 -4.90483 0.183 0.599 1.436 -0.182
C -0.23216 -0.95713 -3.55289 0.742 -0.630 -1.132 -0.065
N -0.29494 1.90210 -5.20267 1.417 0.620 2.075 0.041
H -0.47019 0.15120 -7.89641 0.192 -0.633 -0.208 0.065
H 0.91175 0.10475 -6.80759 0.086 0.157 0.088 0.083
H 0.42929 1.54975 -7.78609 0.196 0.464 0.789 0.074
H -1.66716 1.71810 -6.47972 -1.090 -1.021 -0.638 0.138
H -1.78128 -0.85147 -6.37584 -0.763 0.127 -0.225 0.110
H -2.41412 -0.11471 -4.89869 0.089 0.146 0.334 0.109
H 0.68735 -0.39183 -3.70468 0.091 0.128 0.821 0.077
H 0.00522 -1.92934 -3.12096 0.069 0.160 0.153 0.080
H -0.93792 -0.42911 -2.91164 -0.171 0.053 -0.391 0.070
H -0.95161 2.16888 -4.48315 0.182 0.039 0.540 0.065
H 0.39369 1.27071 -4.81896 0.750 0.937 1.089 0.045
O 1.96841 2.23903 -2.94503 0.164 0.227 -0.446 -0.051
H 1.29397 2.15834 -2.27060 -0.263 -0.210 0.301 -0.003
H 2.79410 2.13270 -2.47264 0.188 -0.091 0.156 0.033
O -4.40546 2.87184 0.98644 -0.433 0.115 0.016 -0.050
H -3.60763 3.39113 0.88622 0.302 0.068 0.028 0.021
H -4.20782 2.04201 0.55222 0.150 -0.199 -0.025 0.020
O 0.74222 -1.83039 -0.25830 1.013 -0.012 -0.432 -0.051
H 0.19336 -1.04763 -0.21063 -0.325 0.086 0.068 -0.017
H 0.12084 -2.55560 -0.32317 -0.225 -0.320 0.340 0.000
O -1.61469 2.52555 3.15288 -0.269 0.476 0.101 -0.029
H -1.30103 2.45734 2.25110 0.082 0.263 -0.406 -0.002
H -0.84020 2.77233 3.65834 0.197 -0.089 0.213 0.060
O -2.53276 1.45176 -2.72584 -0.073 0.147 -0.309 -0.035
H -1.99936 1.51997 -1.93397 0.248 0.125 0.374 0.010
H -3.26707 0.89215 -2.47311 -0.211 -0.148 0.055 0.046
O 3.32035 0.25940 0.60703 0.319 0.333 0.150 -0.045
H 2.52517 -0.03931 0.16579 -0.390 -0.181 -0.253 0.008
H 3.56390 -0.46717 1.18061 0.065 -0.243 0.062 0.029
O 0.22146 -0.85582 2.57360 0.114 -0.482 0.526 -0.046
H 0.09402 -0.02384 2.11776 0.170 0.169 0.008 -0.007
H 1.13533 -1.08473 2.40422 0.077 -0.199 -0.088 0.040
O 0.69343 4.67968 0.33709 0.080 0.373 0.143 -0.040
H 0.37362 3.82345 0.62138 -0.138 -0.274 0.092 -0.006
H 1.07155 4.51965 -0.52757 0.089 -0.056 -0.246 0.029
O -2.26761 -0.07116 3.41233 -0.781 -0.734 0.091 -0.067
H -1.46050 -0.56648 3.27276 0.325 -0.274 0.095 -0.020
H -2.10448 0.77554 2.99672 -0.046 0.441 0.308 -0.026
```
Positions in Å, forces in eV/Å.

Output
Total charge ... -1
Kohn-Sham gap ... 8.735 eV
LUMO energy ... 2.4 eV


| no. | E (eV) |
| --- | --- |
| 1 | -42363.4269 |
| 2 | -80153.1976 |
| 3 | -53864.2028 |